(1)
{"formula": "C6H13NO", "method": "ωB97M-V with the def2-TZVPD basis set", "symbols": ["C", "C", "C", "C", "C", "C", "N", "O", "H", "H", "H", "H", "H", "H", "H", "H", "H", "H", "H", "H", "H"], "xyz": [[0.440, 0.338, -0.243], [-0.392, -0.592, -1.007], [-0.437, 0.856, 1.072], [0.881, 0.163, 1.183], [-1.390, -1.535, -0.380], [-0.560, 2.329, 1.281], [1.046, -1.465, -1.424], [2.298, -1.053, -2.039], [2.126, -1.092, -2.993], [1.350, -1.944, -0.574], [0.849, 1.162, -0.813], [-0.765, -0.157, -1.934], [-1.298, 0.306, 1.428], [1.743, 0.751, 1.482], [0.883, -0.840, 1.597], [-1.008, -2.003, 0.531], [-2.327, -1.023, -0.133], [-1.641, -2.341, -1.077], [0.252, 2.883, 0.802], [-0.538, 2.562, 2.352], [-1.511, 2.697, 0.887]], "nbo_charge": [-0.21, -0.01, -0.25, -0.43, -0.65, -0.61, -0.44, -0.58, 0.46, 0.33, 0.23, 0.21, 0.21, 0.22, 0.21, 0.21, 0.23, 0.24, 0.20, 0.20, 0.21], "smiles": "C[C@@H]1C[C@H]1[C@H](C)NO", "total_energy_ha": -366.23428, "e_lumo_ev": 1.081, "e_homo_ev": -7.194, "homo_lumo_gap_ha": 0.3041}

(2)
{"formula": "C9H11ClN2O", "method": "ωB97M-V with the def2-TZVPD basis set", "symbols": ["C", "C", "C", "C", "C", "C", "C", "C", "C", "H", "H", "H", "H", "H", "H", "H", "H", "H", "H", "H", "N", "N", "O", "Cl"], "xyz": [[3.948, 1.112, 0.070], [2.778, 2.082, 0.369], [0.910, 0.414, 0.120], [-1.394, -0.667, 0.238], [-2.242, -1.489, 1.002], [-3.295, -2.179, 0.395], [-3.624, -1.958, -0.926], [-2.922, -0.903, -1.548], [-1.752, -0.270, -1.079], [3.658, 0.506, -0.780], [4.342, 0.528, 0.892], [2.199, 2.429, -0.677], [3.172, 2.894, 1.222], [1.673, 1.089, 1.818], [-0.696, 0.327, 1.925], [-1.909, -1.542, 2.043], [-3.954, -3.032, 0.739], [-4.309, -2.732, -1.346], [-3.472, -0.573, -2.402], [-1.156, 0.314, -1.833], [1.817, 1.041, 0.925], [-0.209, -0.067, 0.730], [1.088, 0.440, -1.144], [5.345, 2.238, -0.754]], "nbo_charge": [-0.27, -0.27, 0.77, 0.16, -0.27, -0.20, -0.24, -0.18, -0.25, 0.24, 0.22, 0.27, 0.24, 0.37, 0.39, 0.21, 0.23, 0.23, 0.21, 0.27, -0.62, -0.61, -0.68, -0.20], "total_energy_ha": -994.36150, "e_lumo_ev": -0.070, "e_homo_ev": -8.758, "homo_lumo_gap_ha": 0.3193}

(3)
{"formula": "C4H7NO", "method": "ωB97M-V with the def2-TZVPD basis set", "symbols": ["C", "C", "C", "O", "C", "N", "H", "H", "H", "H", "H", "H", "H"], "xyz": [[-1.354, -1.186, -0.093], [-0.494, -0.006, -0.337], [1.781, 0.234, 0.185], [0.474, 0.206, 0.847], [-0.931, 1.259, -0.717], [-1.193, 2.340, -1.087], [-0.753, -2.092, 0.056], [-2.072, -1.095, 0.735], [-1.911, -1.326, -1.025], [2.518, 0.540, 0.924], [1.738, 0.893, -0.682], [1.930, -0.788, -0.159], [0.267, 1.021, 1.353]], "nbo_charge": [-0.64, -0.18, -0.24, -0.49, 0.17, -0.41, 0.21, 0.18, 0.24, 0.19, 0.23, 0.22, 0.53], "total_energy_ha": -286.45868, "e_lumo_ev": 0.211, "e_homo_ev": -7.297, "homo_lumo_gap_ha": 0.2759}